Formula: C3H4P2
Source: OMol25
Level of theory: ωB97M-V with the def2-TZVPD basis set

Values from the calculation:
- energy above the lowest of the compared OMol25 structures with the same formula, charge and spin (kJ/mol) = 117.7
- E_tot (a.u.) = -799.29795
- HOMO energy (spin up / spin down) (Ha) = -0.2878 / -0.2878
- Kohn-Sham gap (spin up / spin down) (eV) = 6.86 / 6.86
- E_LUMO (spin up / spin down) (Ha) = -0.0358 / -0.0358

Last column: Löwdin charge in e.
Positions of all 9 atoms, in Å:
C  1.57908  -0.33367  -0.09563  -0.001
C  0.32130  0.10068  -0.37285  -0.388
C  -0.74099  0.64613  0.38586  -0.671
P  -2.46188  1.06775  -0.00935  0.424
P  -2.38303  -0.95008  0.00800  0.451
H  2.07337  -0.77906  -0.86619  0.003
H  2.18731  -0.23373  0.83758  0.070
H  0.01821  -0.14229  -1.37530  0.064
H  -0.59336  0.62427  1.48788  0.048


Formula: C3H4S
Source: OMol25
Level of theory: ωB97M-V with the def2-TZVPD basis set

Values from the calculation:
- energy above the lowest of the compared OMol25 structures with the same formula, charge and spin (kJ/mol) = 3.5
- E_tot (a.u.) = -514.84119
- HOMO energy (Ha) = -0.3229
- Kohn-Sham gap (eV) = 7.97
- E_LUMO (Ha) = -0.0301

Last column: Löwdin charge in e.
Positions of all 8 atoms, in Å:
C  -0.87518  -0.85830  -0.00452  0.003
C  -0.36980  0.36430  -0.03365  -0.283
C  1.05079  0.66957  0.00807  -0.677
S  2.19699  -0.46612  -0.03045  0.688
H  -1.95950  -0.94729  -0.09549  0.066
H  -0.30212  -1.76613  0.15074  0.050
H  -1.00394  1.26360  -0.11545  0.102
H  1.26276  1.74037  0.12075  0.052


Formula: C3H4S
Source: OMol25
Level of theory: ωB97M-V with the def2-TZVPD basis set

Values from the calculation:
- energy above the lowest of the compared OMol25 structures with the same formula, charge and spin (kJ/mol) = 497.2
- E_tot (a.u.) = -514.65317
- HOMO energy (Ha) = -0.2928
- Kohn-Sham gap (eV) = 8.11
- E_LUMO (Ha) = 0.0052

Last column: Löwdin charge in e.
Positions of all 8 atoms, in Å:
C  -1.59424  -0.66111  -0.57056  -0.087
C  -1.77450  -0.00654  0.43953  -0.005
C  0.71117  0.27713  -0.71289  -0.477
S  1.89963  -0.76522  -0.07267  0.683
H  -1.29485  -1.03309  -1.61842  0.080
H  -1.60738  0.67927  1.24528  0.039
H  0.14326  0.28959  -1.66840  -0.058
H  2.15872  0.20584  0.73761  -0.175


Formula: C3H4S2
Source: OMol25
Level of theory: ωB97M-V with the def2-TZVPD basis set

Values from the calculation:
- energy above the lowest of the compared OMol25 structures with the same formula, charge and spin (kJ/mol) = 170.6
- E_tot (a.u.) = -912.99550
- HOMO energy (Ha) = -0.3187
- Kohn-Sham gap (eV) = 9.23
- E_LUMO (Ha) = 0.0205

Last column: Löwdin charge in e.
Positions of all 9 atoms, in Å:
C  -1.21810  -0.48741  0.80410  -0.849
C  -0.06815  0.19270  0.28463  -1.038
C  0.88695  0.16986  -0.80838  -0.114
S  0.12269  -0.41437  1.93539  0.842
S  -1.56967  1.17021  0.41459  0.842
H  -1.66958  -1.36102  0.53135  0.048
H  1.71600  -0.51363  -0.64271  0.079
H  1.31042  1.19477  -0.68695  0.095
H  0.48944  0.04889  -1.83201  0.095